(1)
The following is a quantum chemistry calculation of the ion C5H12NO with charge +1 at a distorted geometry, from the OMol25 dataset.

```
19
Properties=species:S:1:pos:R:3:lowdin_charge:R:1
C 1.6644 0.4134 0.8882 -0.22
O 0.9464 -0.6060 1.5936 -0.09
C 0.7161 1.1127 -0.0584 -0.16
C 0.3383 0.2568 -1.3182 -0.14
C -0.5768 -0.9450 -1.0979 -0.10
C -2.3887 -0.2769 0.3903 0.17
N -1.2923 -0.9081 0.2189 0.06
H 2.0645 1.2006 1.5432 0.13
H 2.4723 -0.0705 0.3300 0.13
H 1.5173 -0.9513 2.3062 0.13
H 1.1491 1.9924 -0.4794 0.12
H -0.2437 1.3840 0.3944 0.11
H -0.0702 0.9615 -2.0489 0.12
H 1.3042 -0.1081 -1.6953 0.12
H -1.3082 -1.0724 -1.8826 0.13
H 0.0150 -1.8416 -0.9920 0.13
H -2.4854 0.3796 1.2378 0.12
H -3.1557 -0.1013 -0.3586 0.13
H -0.6667 -0.8198 1.0286 0.11
```

**ΔE to the lowest compared entry with this formula, charge and spin**: 29.2 kcal per mole
**Electronic energy**: -327.41304 Ha
**Max |F|**: 2.40 eV Å⁻¹
**Charge**: +1
**Molar mass**: 102.2 g/mol
**SMILES string**: C=[NH+]CCCCO
**LUMO energy**: -0.1883 Eh



(2)
The following is a quantum chemistry calculation of a structure of composition C6H10N2 at a distorted geometry, from the OMol25 dataset.

```
18
Properties=species:S:1:pos:R:3:lowdin_charge:R:1
C -1.4326 0.5976 0.7134 -0.17
C 0.8626 0.6020 0.4505 -0.26
C 1.1442 0.0119 -0.8589 -0.36
C -0.3055 -0.2946 -1.4637 -0.02
C -0.8154 -0.5931 -0.0188 -0.38
C 0.3853 -0.8996 0.6994 -0.16
H -1.6558 0.0873 1.7885 0.14
H -2.5345 0.9727 0.5677 0.16
H -0.1682 2.1097 0.2322 0.05
H 1.8183 0.8150 1.0084 0.16
H 1.6880 0.6661 -1.4364 0.11
H -0.9224 0.4579 -1.8548 0.08
H -0.0524 -1.1344 -2.2387 0.15
H -1.6874 -1.2195 0.0074 0.12
H -0.0540 -1.4998 1.5897 0.17
H 2.3749 -0.8270 0.3380 0.11
N -0.2701 1.3846 0.7707 0.01
N 1.6250 -1.2368 -0.2946 0.09
```

**ΔE to the lowest compared entry with this formula, charge and spin**: 122.7 kcal per mole
**Electronic energy**: -343.94125 Ha
**Max |F|**: 6.80 eV Å⁻¹
**Molar mass**: 110.2 g/mol
**LUMO energy**: 0.0352 Eh



(3)
The following is a quantum chemistry calculation of a cluster of 2 separate species, C38H36N4O3S in total at a distorted geometry, from the OMol25 dataset.

```
82
Properties=species:S:1:pos:R:3:lowdin_charge:R:1
C -4.3182 -0.6313 2.0332 -0.01
N -2.9848 -0.1457 1.7298 -0.03
C -2.7761 0.7821 0.7378 -0.36
O -3.6356 1.2419 -0.0194 0.08
C -1.2744 1.0844 0.7219 -0.15
C -0.9420 2.5561 1.0731 -0.07
C -1.3878 3.4475 -0.0247 -0.18
C -0.9003 3.5092 -1.3301 -0.02
N -1.7444 4.3162 -2.0773 0.08
C -2.7558 4.8105 -1.2559 -0.20
C -3.8665 5.5755 -1.5783 -0.02
C -4.7715 5.8650 -0.5499 -0.09
C -4.5852 5.3519 0.7466 -0.09
C -3.4828 4.5495 1.0573 -0.03
C -2.5530 4.2931 0.0510 -0.14
N -0.7562 0.1351 1.6975 0.01
C 0.5633 0.0705 1.9034 -0.04
C 1.1877 -0.7880 2.7697 -0.08
C 2.5517 -0.6477 3.0955 -0.08
C 3.0042 -1.2276 4.3672 -0.21
C 4.0366 -0.5396 5.0382 -0.04
C 4.3758 -0.8572 6.3508 -0.08
C 3.7270 -1.9207 6.9993 -0.08
C 2.6551 -2.5671 6.3644 -0.07
C 2.3193 -2.2687 5.0391 -0.02
C -1.7691 -0.5957 2.4441 -0.46
C -1.8461 -0.1498 3.9135 0.01
C -1.6678 -2.1283 2.3621 0.00
H -5.0057 -0.2818 1.2504 0.10
H -4.3171 -1.7292 2.0640 0.09
H -4.6591 -0.2593 3.0129 0.09
H -0.8821 0.8517 -0.2885 0.16
H -1.4635 2.8133 2.0149 0.12
H 0.1430 2.6448 1.2479 0.12
H -0.0305 3.0065 -1.7416 0.11
H -1.6294 4.5021 -3.0630 0.15
H -4.0002 5.9317 -2.5929 0.10
H -5.6430 6.4841 -0.7480 0.10
H -5.3044 5.5761 1.5340 0.10
H -3.3141 4.1066 2.0411 0.11
H 1.1804 0.7562 1.3119 0.11
H 0.5944 -1.4546 3.3918 0.07
H 3.0038 0.3465 2.9093 0.10
H 4.5903 0.2475 4.5101 0.13
H 5.1816 -0.3106 6.8546 0.11
H 4.0543 -2.2436 7.9974 0.11
H 2.1078 -3.3515 6.8867 0.10
H 1.5550 -2.8458 4.5204 0.11
H -2.1375 0.9089 3.9858 0.10
H -2.5906 -0.7579 4.4436 0.09
H -0.8808 -0.2734 4.4106 0.08
H -1.8327 -2.4604 1.3288 0.10
H -0.6951 -2.4966 2.6848 0.07
H -2.4324 -2.5743 3.0152 0.09
C 1.4843 -0.9073 -2.5212 -0.08
C 1.6691 0.3479 -1.9217 -0.09
C 2.2964 0.4490 -0.6748 -0.06
C 2.7464 -0.7123 -0.0081 -0.25
C 3.5941 -0.5970 1.2099 -0.28
C 4.4811 0.5811 1.1423 -0.23
N 5.1883 1.5334 1.1113 0.18
S 4.5717 -2.1343 1.3072 0.71
C 6.0231 -1.7440 2.2933 -0.26
C 6.9967 -0.9909 1.6435 -0.09
C 8.1383 -0.6122 2.3420 -0.06
C 8.2788 -0.9800 3.6887 -0.07
C 7.3417 -1.8135 4.3121 -0.08
C 6.2436 -2.2645 3.5816 -0.06
O 3.7593 -3.0554 2.0514 -0.30
O 5.0828 -2.4441 0.0062 -0.28
C 2.4086 -1.9700 -0.5444 -0.04
C 1.9401 -2.0516 -1.8564 -0.06
H 0.9918 -1.0029 -3.4998 0.11
H 1.3700 1.2649 -2.4330 0.09
H 2.4967 1.4486 -0.2563 0.12
H 6.8580 -0.7265 0.5950 0.11
H 8.8961 -0.0202 1.8225 0.11
H 9.1431 -0.6351 4.2555 0.10
H 7.4550 -2.1042 5.3617 0.11
H 5.5501 -2.9909 4.0084 0.12
H 2.5747 -2.9084 -0.0179 0.10
H 1.9160 -3.0287 -2.3473 0.11
```

**ΔE to the lowest compared entry with this formula, charge and spin**: 0.0 kcal per mole
**Electronic energy**: -2312.46719 Ha
**Max |F|**: 3.80 eV Å⁻¹
**Molar mass**: 628.8 g/mol
**LUMO energy**: -0.0243 Eh